The following is a DFT calculation (ωB97M-V/def2-TZVPD) of one molecule with the formula C6H8O2 at a distorted geometry.

Structure (XYZ):
```
16
C6H8O2 ωB97M-V/def2-TZVPD
O -0.337 -1.398 -0.277
O -0.108 1.166 -0.119
C 1.349 -0.231 -2.256
C 0.916 0.412 -0.910
C -0.296 -0.028 2.259
C -0.450 -0.098 0.697
C 0.133 -0.531 -1.438
C -1.552 0.306 1.567
H -2.450 -0.178 1.618
H 0.476 0.577 3.007
H 1.492 0.075 -3.493
H -1.917 1.308 1.178
H -0.778 -0.006 -1.801
H -0.528 -1.077 2.467
H 2.383 -0.459 -2.190
H 1.667 0.163 -0.309
```

Values from the calculation:
**LUMO level**: 1.0 eV
**Net charge**: 0
**E_HOMO**: -9.422 eV

---

The following is a DFT calculation (ωB97M-V/def2-TZVPD) of one molecule with the formula CH3NS2 at a distorted geometry.

Structure (XYZ):
```
7
CH3NS2 ωB97M-V/def2-TZVPD
S 1.871 -0.057 -0.175
S -2.425 -0.160 -0.078
N 0.139 -0.447 -0.257
C -0.889 0.414 -0.266
H 2.072 0.183 1.197
H -0.828 1.459 -0.270
H 0.059 -1.392 -0.152
```

Values from the calculation:
**LUMO level**: 0.2 eV
**Net charge**: 0
**E_HOMO**: -8.690 eV

---

The following is a DFT calculation (ωB97M-V/def2-TZVPD) of a 2-piece molecular cluster, C2H9N2S2 overall at a distorted geometry.

Structure (XYZ):
```
15
C2H9N2S2 ωB97M-V/def2-TZVPD
S 0.624 -1.018 1.271
S -1.166 0.099 1.407
N -1.004 -1.094 -1.955
N -0.542 1.123 -1.409
C -0.765 0.169 -2.285
C 1.855 -0.180 2.305
H -0.717 -1.477 -1.066
H -0.889 0.981 2.385
H -1.526 -1.674 -2.598
H -0.729 2.045 -1.774
H -0.859 0.801 -0.416
H -0.612 0.332 -3.353
H 2.094 0.791 1.877
H 2.685 -0.882 2.271
H 1.551 -0.018 3.339
```

Values from the calculation:
**LUMO level**: -3.7 eV
**Net charge**: +1
**E_HOMO**: -12.375 eV

---

The following is a DFT calculation (ωB97M-V/def2-TZVPD) of one molecule with the formula C4H6O2.

Structure (XYZ):
```
12
C4H6O2 ωB97M-V/def2-TZVPD
O -1.624 0.588 0.576
O 1.922 -0.403 1.957
C 1.117 0.079 1.195
C 0.130 0.142 -1.159
C 0.473 -0.663 0.083
C -0.958 -0.310 -0.258
H 0.815 1.144 1.282
H -1.585 -1.134 -0.595
H 0.796 -1.694 -0.025
H 0.255 -0.335 -2.126
H 0.400 1.197 -1.138
H -1.683 1.441 0.135
```

Values from the calculation:
**LUMO level**: 0.8 eV
**Net charge**: 0
**E_HOMO**: -9.721 eV

---

The following is a DFT calculation (ωB97M-V/def2-TZVPD) of C61H39F10N8OTi as an isolated structure at a distorted geometry.

Structure (XYZ):
```
120
C61H39F10N8OTi ωB97M-V/def2-TZVPD
Ti 0.628 0.203 -0.431
F 2.530 5.252 -2.834
F 3.420 2.251 0.828
F -0.597 -2.291 1.598
F 5.902 3.086 0.832
F 2.069 -5.951 2.900
F 3.131 -6.086 0.368
F 4.984 6.106 -2.676
F 0.187 -4.061 3.465
F 6.800 5.006 -0.910
F 2.268 -4.436 -1.552
O 2.131 0.940 -1.040
N 1.579 -0.615 1.034
N 1.553 3.105 -1.120
N -0.749 -1.489 -0.798
N -3.065 -0.159 0.718
N -0.928 2.295 2.732
N 1.492 -1.444 -1.536
N 1.404 1.924 -0.401
N -0.123 0.879 -2.521
C 6.395 -1.433 -1.494
C -6.140 -4.333 -2.910
C -5.177 -0.272 1.559
C 2.015 0.625 6.714
C -1.470 2.157 1.330
C 0.556 2.043 -3.105
C -4.664 0.330 6.778
C 3.754 3.145 -0.115
C 0.974 0.569 3.084
C 3.991 -1.792 -1.500
C -4.215 -2.710 -1.716
C -4.805 -0.664 5.824
C -4.328 -0.473 4.542
C 5.062 3.592 -0.080
C -1.505 -3.108 -2.250
C -0.176 -3.258 -2.243
C 4.156 -2.514 -2.698
C 2.635 -1.349 0.548
C 5.525 4.577 -0.949
C -6.046 -2.997 -3.259
C 1.491 -1.024 -2.926
C -0.044 1.172 2.403
C 1.773 -0.381 2.358
C -4.028 1.515 6.443
C 3.476 -1.678 1.642
C 0.709 -4.120 2.231
C 5.404 -2.709 -3.252
C 5.156 -1.230 -0.932
C 1.620 0.147 5.476
C -3.252 0.965 2.824
C 0.585 3.282 -2.193
C 0.300 -3.224 1.252
C -5.151 -1.035 0.426
C -4.321 -4.055 -1.371
C -2.227 1.757 2.490
C 1.683 -5.085 1.947
C -3.710 0.726 4.188
C -5.276 -4.859 -1.963
C 2.149 1.986 6.931
C 1.357 1.026 4.429
C -3.231 -1.829 -1.036
C 4.615 5.117 -1.842
C -3.555 1.711 5.161
C 1.855 2.871 5.906
C 2.730 -1.589 -0.845
C 0.189 -0.309 -3.328
C 0.809 -3.273 -0.042
C -0.563 0.969 1.063
C 3.314 4.647 -1.904
C -3.853 0.244 1.716
C 6.538 -2.187 -2.652
C -1.872 -2.057 -1.300
C 0.368 -2.338 -1.164
C 1.459 2.397 4.671
C -5.093 -2.191 -2.662
C -1.566 1.125 -2.504
C 1.775 -4.269 -0.308
C -3.795 -0.992 -0.056
C 2.813 3.622 -1.077
C 2.213 -5.151 0.668
C 2.949 -1.064 2.759
H 3.307 -2.978 -3.168
H -2.211 -3.638 -2.862
H -5.027 -1.143 -2.924
H -6.012 -0.065 2.204
H -5.350 -5.901 -1.688
H 2.344 -0.353 -3.059
H 5.053 -0.608 -0.056
H 0.414 -3.957 -2.799
H -4.428 -1.257 3.806
H -0.392 3.424 -1.721
H -1.134 0.038 0.924
H -5.282 -1.599 6.082
H 7.516 -2.358 -3.079
H -1.949 1.292 -3.525
H -3.069 2.636 4.890
H -1.681 3.021 0.716
H 0.799 4.158 -2.801
H -3.654 -4.458 -0.623
H 1.598 -1.876 -3.610
H -6.888 -4.965 -3.368
H 1.233 3.086 3.873
H -5.045 0.185 7.779
H -5.959 -1.602 0.000
H 5.496 -3.292 -4.158
H 0.058 2.314 -4.054
H -6.718 -2.583 -3.999
H 1.946 3.937 6.073
H 4.360 -2.283 1.586
H 2.479 2.358 7.893
H -1.783 2.004 -1.896
H 3.359 -1.088 3.748
H -2.091 0.284 -2.050
H 7.270 -0.997 -1.031
H 1.594 1.770 -3.323
H -3.899 2.290 7.184
H -0.638 -1.014 -3.238
H 1.494 -0.914 5.321
H 0.261 -0.038 -4.396
H 2.220 -0.068 7.520
```

Values from the calculation:
**LUMO level (alpha / beta)**: 0.7 / 0.7 eV
**Net charge**: -1
**E_HOMO (alpha / beta)**: -2.988 / -2.987 eV

---

The following is a DFT calculation (ωB97M-V/def2-TZVPD) of one molecule with the formula C3H6N2O at a distorted geometry.

Structure (XYZ):
```
12
C3H6N2O ωB97M-V/def2-TZVPD
O 1.245 -0.606 1.014
N -1.372 -0.568 0.657
N 2.444 0.567 -1.913
C -0.607 0.100 -0.390
C 0.818 0.407 0.153
C 1.752 0.503 -0.988
H 0.406 -0.962 1.374
H -0.514 -0.575 -1.245
H -2.003 0.060 1.140
H -1.915 -1.337 0.286
H 0.816 1.385 0.661
H -1.068 1.028 -0.749
```

Values from the calculation:
**LUMO level**: 0.6 eV
**Net charge**: 0
**E_HOMO**: -10.551 eV

---

Relative energy (zero: lowest compared OMol25 entry of this formula, charge and spin) values, unit kcal per mole, following the record order: 224.80; 25.61; 19.97; 39.79; 135.12; 32.23.